Here is a molecular structure, C25H14BrN4O10SW at a distorted geometry from the Open Molecules 2025 dataset. Energies are from the ωB97M-V functional and the def2-TZVPD basis.

Each line ends with the natural charge from an NBO analysis.
Cartesian coordinates (Å):
W -0.17216 -0.94217 -0.50048  1.7725
O -0.54642 -1.62036 -4.57710  -0.6313
C -0.58278 -1.13093 -3.46557  0.7515
O -0.86137 -1.73531 -2.35092  -0.7145
C -0.41181 0.33822 -3.21253  0.0704
C -0.45717 1.36175 -4.13364  -0.1938
C -0.60282 2.66696 -3.67592  -0.1917
C -0.79297 2.89612 -2.32211  -0.1812
C -0.73395 1.82128 -1.45709  0.0733
N -0.45478 0.59305 -1.90258  -0.4317
C -1.19428 1.80796 -0.02720  0.7496
O -1.54124 2.81379 0.55688  -0.6238
O -1.21592 0.59081 0.44476  -0.7176
H -0.41606 1.11353 -5.18602  0.2392
H -0.63467 3.49055 -4.37859  0.2142
H -1.02243 3.87334 -1.91920  0.2417
S 0.34268 -3.66631 -0.75709  -0.0869
C 1.68464 -2.95810 -1.54762  0.1072
C 2.74879 -3.61662 -2.18203  -0.2740
C 3.74122 -2.86815 -2.76581  -0.1497
C 3.68426 -1.47312 -2.71898  -0.2887
C 2.62065 -0.88286 -2.08108  0.0606
N 1.65022 -1.61646 -1.51564  -0.5322
H 2.76291 -4.69783 -2.19410  0.2234
H 4.57066 -3.36120 -3.25883  0.2078
H 4.45392 -0.85791 -3.16277  0.2165
H 2.52952 0.18975 -1.97546  0.2407
Br -3.61127 -0.69698 -1.72559  0.1335
C -3.27869 -1.77105 -0.22516  0.2041
C -4.35661 -2.42514 0.35567  -0.2687
C -4.13606 -3.18006 1.48558  -0.1369
C -2.86196 -3.23436 2.02686  -0.2146
C -1.84617 -2.56098 1.38959  0.1414
N -2.04323 -1.87765 0.25073  -0.4779
C -0.45814 -2.46876 2.01712  0.7714
O -0.24546 -3.05817 3.05611  -0.6210
O 0.35349 -1.71186 1.37558  -0.7201
H -5.33723 -2.32416 -0.08407  0.2355
H -4.95972 -3.70547 1.95305  0.2198
H -2.62292 -3.76497 2.93735  0.2555
O 2.38689 2.25054 -0.37760  -0.6429
C 1.72758 1.54346 0.36573  0.7812
O 1.29660 0.36773 0.03064  -0.7608
C 1.34885 2.04358 1.73721  -0.0466
C 0.91221 1.17683 2.72865  -0.1848
C 0.57484 1.66881 3.97972  -0.1843
C 0.67941 3.02894 4.20208  0.0143
C 1.11402 3.91426 3.23046  -0.2047
C 1.45447 3.40585 1.99106  -0.1726
N 0.31721 3.56129 5.52935  0.5350
O 0.50017 4.74689 5.74042  -0.3965
O -0.11045 2.78399 6.36136  -0.3877
H 0.84424 0.11897 2.51691  0.2579
H 0.23391 1.01516 4.76841  0.2438
H 1.17512 4.96901 3.45162  0.2392
H 1.80027 4.05452 1.19786  0.2358

Results
- E: -4972.0347 a.u.
- LUMO level (spin up / spin down): 1.783 / 1.783 eV
- HOMO (spin up / spin down): -4.228 / -4.227 eV
- Charge: -1
- Energy relative to the best compared isomer or geometry (same formula, charge and spin): 39.3 kJ/mol